Entry from the Open Molecules 2025 dataset: a cluster of 10 separate species, C29H55BrCl18N2O2PS2 in total (ωB97M-V/def2-TZVPD).

Atoms and positions in Å:
C: 4.75 -0.92 1.17
O: 4.25 0.14 0.38
C: 3.99 -0.21 -0.98
C: 2.85 0.68 -1.52
C: 3.30 1.79 -2.49
C: 2.59 3.15 -2.32
C: 2.47 3.66 -0.87
C: 1.13 3.37 -0.17
C: 0.74 4.47 0.82
C: -0.35 4.00 1.79
C: -1.64 3.53 1.11
C: -2.54 2.75 2.07
C: -1.85 1.45 2.56
C: -2.54 0.13 2.09
C: -1.76 -0.50 0.98
C: -0.69 -1.36 1.26
S: -0.17 -1.79 2.91
C: -0.01 -1.90 0.18
N: -0.37 -1.60 -1.06
P: 0.48 -2.41 -2.53
O: 2.00 -2.39 -2.01
Br: 0.50 -0.65 -3.84
N: -1.34 -0.77 -1.38
C: -2.05 -0.22 -0.39
C: -3.13 0.73 -0.83
C: -3.84 0.27 -2.11
C: -4.64 1.44 -2.73
S: -3.87 2.03 -4.28
H: 3.92 -1.38 1.74
H: 5.22 -1.70 0.57
H: 5.48 -0.52 1.88
H: 4.89 -0.05 -1.58
H: 3.68 -1.26 -1.04
H: 2.14 0.02 -2.04
H: 2.33 1.07 -0.64
H: 4.39 1.90 -2.45
H: 3.08 1.44 -3.50
H: 3.19 3.89 -2.86
H: 1.62 3.14 -2.82
H: 3.30 3.31 -0.25
H: 2.55 4.76 -0.93
H: 1.20 2.42 0.39
H: 0.35 3.25 -0.93
H: 1.62 4.67 1.45
H: 0.44 5.39 0.30
H: 0.09 3.21 2.40
H: -0.61 4.81 2.49
H: -1.38 2.92 0.23
H: -2.17 4.41 0.75
H: -3.52 2.54 1.64
H: -2.70 3.39 2.95
H: -0.83 1.40 2.18
H: -1.83 1.41 3.65
H: -3.60 0.25 1.85
H: -2.50 -0.56 2.94
H: 0.85 -0.92 2.97
H: 0.82 -2.58 0.34
H: 2.20 -3.13 -1.42
H: -3.86 0.91 -0.05
H: -2.64 1.69 -1.04
H: -3.11 -0.08 -2.85
H: -4.56 -0.52 -1.90
H: -4.61 2.29 -2.04
H: -5.69 1.21 -2.87
H: -4.15 3.33 -4.17
C: 0.45 2.29 -6.04
Cl: -0.05 2.55 -7.71
Cl: -0.24 3.50 -4.94
H: 0.09 1.32 -5.72
H: 1.53 2.35 -5.98
C: 0.42 -3.43 6.54
Cl: 1.65 -4.48 7.26
Cl: 1.14 -2.03 5.73
H: -0.14 -4.00 5.81
H: -0.23 -3.08 7.33
C: 2.95 -6.52 0.06
Cl: 2.22 -6.76 -1.52
Cl: 2.36 -5.05 0.86
H: 2.69 -7.36 0.70
H: 4.03 -6.44 -0.05
C: 2.37 6.39 -5.21
Cl: 1.71 6.08 -3.59
Cl: 4.14 6.41 -5.20
H: 2.04 5.60 -5.87
H: 2.01 7.35 -5.55
C: -3.08 -2.74 -5.76
Cl: -3.64 -1.14 -5.27
Cl: -2.21 -3.57 -4.46
H: -3.94 -3.34 -6.03
H: -2.41 -2.63 -6.61
C: 1.70 -7.25 4.78
Cl: 0.22 -6.32 4.54
Cl: 2.85 -6.98 3.47
H: 2.17 -6.94 5.71
H: 1.44 -8.30 4.81
C: -4.11 6.97 2.35
Cl: -2.90 6.93 1.06
Cl: -3.53 6.21 3.84
H: -4.34 8.01 2.57
H: -5.00 6.45 2.01
C: 0.23 -9.72 -2.64
Cl: -1.00 -8.70 -1.88
Cl: -0.07 -11.44 -2.38
H: 0.23 -9.52 -3.71
H: 1.19 -9.47 -2.21
C: -1.71 -1.17 9.25
Cl: -2.04 -2.86 9.67
Cl: -1.90 -0.88 7.51
H: -2.41 -0.54 9.79
H: -0.69 -0.94 9.53

Output
HOMO energy (eV): -11.02
E_LUMO (eV): -3.9
Charge: +1
Max |F| (eV/Å): 0.931
Molecular weight (g/mol): 1276.94

=====

Entry from the Open Molecules 2025 dataset: a structure of composition C29H55ClIMnN5O7P2SSi (ωB97M-V/def2-TZVPD).

Atoms and positions in Å:
Mn: -0.16 -0.07 0.53
Cl: 1.98 4.20 -5.31
C: 1.50 3.02 -4.12
C: 0.35 2.33 -4.29
C: -0.08 1.40 -3.33
I: -1.81 0.31 -3.69
C: 0.62 1.18 -2.16
O: 0.13 0.35 -1.23
C: 1.89 1.84 -2.03
N: 2.66 1.51 -0.96
C: 3.83 2.08 -0.82
C: 4.34 3.04 -1.71
C: 3.59 3.38 -2.80
C: 2.33 2.77 -3.00
H: -0.25 2.51 -5.18
H: 4.42 1.77 0.05
H: 5.31 3.49 -1.54
H: 3.94 4.11 -3.51
C: -1.66 3.87 2.61
C: -0.62 2.81 2.28
C: 0.44 3.34 1.35
C: 0.00 2.26 3.55
O: -1.25 1.67 1.60
Si: -2.83 1.24 1.31
S: -2.40 -0.43 0.05
O: -3.73 2.37 0.61
C: -3.84 2.93 -0.74
C: -2.45 3.09 -1.36
C: -4.51 4.28 -0.56
C: -4.70 2.00 -1.57
O: -3.53 0.85 2.73
C: -4.93 0.67 3.07
C: -4.97 -0.31 4.22
C: -5.71 0.12 1.88
C: -5.47 2.03 3.50
H: -1.18 4.69 3.14
H: -2.45 3.46 3.25
H: -2.13 4.26 1.71
H: 0.92 4.23 1.78
H: 0.01 3.62 0.38
H: 1.22 2.59 1.18
H: 0.63 3.02 4.01
H: 0.61 1.39 3.32
H: -0.78 1.97 4.27
H: -1.91 3.92 -0.90
H: -2.55 3.30 -2.43
H: -1.87 2.17 -1.25
H: -3.91 4.93 0.09
H: -5.50 4.15 -0.10
H: -4.63 4.77 -1.53
H: -4.25 1.01 -1.64
H: -4.81 2.40 -2.58
H: -5.70 1.91 -1.13
H: -4.48 -1.25 3.93
H: -6.01 -0.54 4.48
H: -4.47 0.10 5.10
H: -5.26 -0.82 1.53
H: -5.71 0.83 1.05
H: -6.74 -0.08 2.17
H: -4.93 2.40 4.37
H: -6.53 1.95 3.75
H: -5.36 2.75 2.68
C: -1.42 -0.93 5.13
N: -0.03 -1.22 4.76
C: 0.89 -1.38 5.89
P: 0.17 -1.93 3.32
O: -0.49 -1.19 2.20
O: 1.78 -1.93 3.20
P: 2.58 -1.17 2.00
O: 1.76 -0.05 1.44
N: 3.94 -0.61 2.69
C: 3.84 0.66 3.44
C: 4.88 -1.58 3.25
N: 2.95 -2.35 0.94
C: 2.75 -3.77 1.28
C: 2.66 -2.04 -0.49
N: -0.28 -3.49 3.26
C: 0.15 -4.40 4.33
C: -1.39 -3.96 2.42
H: -1.45 0.01 5.69
H: -1.85 -1.72 5.75
H: -2.04 -0.79 4.24
H: 0.91 -0.44 6.46
H: 1.90 -1.58 5.55
H: 0.57 -2.18 6.56
H: 3.14 1.34 2.95
H: 4.83 1.13 3.45
H: 3.52 0.50 4.47
H: 4.98 -2.44 2.58
H: 4.57 -1.92 4.24
H: 5.86 -1.11 3.33
H: 2.99 -3.96 2.33
H: 3.43 -4.37 0.67
H: 1.73 -4.10 1.10
H: 3.02 -1.06 -0.77
H: 1.59 -2.09 -0.71
H: 3.16 -2.79 -1.10
H: 1.02 -4.00 4.85
H: 0.44 -5.35 3.89
H: -0.65 -4.57 5.05
H: -1.68 -3.20 1.70
H: -2.26 -4.21 3.04
H: -1.09 -4.86 1.88

Output
Multiplicity: 5
HOMO energy (alpha / beta) (eV): -9.83 / -9.92
⟨S²⟩: 6.271
ΔE to the lowest compared entry with this formula, charge and spin (kcal per mole): 41.97
E_LUMO (alpha / beta) (eV): -4.4 / -2.2
Charge: +1
Max |F| (eV/Å): 1.039
Molecular weight (g/mol): 925.18

=====

Entry from the Open Molecules 2025 dataset: a cluster of 3 separate species, C29H56BrFN3O4S in total (ωB97M-V/def2-TZVPD).

Atoms and positions in Å:
C: -2.33 -2.68 5.09
C: -2.12 -1.33 4.22
S: -3.83 -0.55 4.11
C: -3.74 0.65 2.69
N: -2.72 1.72 2.82
C: -2.47 2.17 4.18
F: -3.67 2.54 4.93
C: -1.51 3.47 4.29
C: -0.03 3.20 3.71
C: -2.87 2.81 1.82
C: -4.02 3.90 2.17
O: -3.67 5.14 2.08
O: -5.29 3.58 2.57
C: -3.27 2.27 0.33
Br: -3.36 3.83 -0.95
C: -2.20 1.24 -0.27
C: -0.75 1.86 -0.57
H: -1.33 -3.18 5.34
H: -2.78 -2.32 6.09
H: -3.06 -3.38 4.57
H: -1.68 -1.58 3.19
H: -1.38 -0.69 4.81
H: -4.81 1.09 2.59
H: -3.61 -0.01 1.75
H: -1.94 1.40 4.85
H: -2.00 4.43 3.90
H: -1.37 3.63 5.42
H: -0.01 2.61 2.74
H: 0.57 2.69 4.56
H: 0.46 4.25 3.60
H: -1.90 3.41 1.62
H: -4.33 1.83 0.31
H: -2.04 0.30 0.35
H: -2.63 0.89 -1.29
H: -0.13 1.00 -1.03
H: -0.75 2.69 -1.37
H: -0.22 2.17 0.39
C: -1.75 -1.26 -6.12
C: -0.97 -0.96 -4.82
C: 0.47 -1.53 -4.92
C: 0.54 -3.04 -4.72
C: -0.18 -3.47 -3.45
C: -1.63 -2.96 -3.39
N: -1.73 -1.49 -3.65
O: -1.29 -0.85 -2.54
C: -2.49 -3.74 -4.41
C: -2.24 -3.35 -2.02
C: -0.84 0.59 -4.80
H: -2.83 -1.29 -5.93
H: -1.60 -0.48 -6.87
H: -1.45 -2.19 -6.59
H: 1.11 -1.06 -4.16
H: 0.90 -1.28 -5.89
H: 0.13 -3.56 -5.59
H: 1.59 -3.35 -4.67
H: -0.16 -4.56 -3.37
H: 0.39 -3.09 -2.59
H: -3.51 -3.35 -4.45
H: -2.56 -4.80 -4.13
H: -2.09 -3.74 -5.42
H: -1.67 -2.97 -1.18
H: -2.26 -4.44 -1.91
H: -3.27 -2.99 -1.93
H: -1.83 1.06 -4.72
H: -0.38 0.95 -5.72
H: -0.21 0.95 -3.98
C: 4.99 -1.37 0.00
C: 3.63 -0.98 0.63
C: 2.80 -0.12 -0.36
C: 3.27 1.33 -0.46
C: 3.38 1.96 0.92
C: 4.27 1.15 1.88
N: 3.87 -0.29 1.94
O: 2.73 -0.37 2.67
C: 5.75 1.27 1.45
C: 4.24 1.82 3.28
C: 2.88 -2.33 0.79
H: 5.74 -1.55 0.77
H: 4.91 -2.29 -0.59
H: 5.37 -0.61 -0.69
H: 1.75 -0.11 -0.06
H: 2.83 -0.57 -1.36
H: 4.23 1.39 -0.99
H: 2.56 1.90 -1.07
H: 3.78 2.98 0.81
H: 2.38 2.07 1.34
H: 6.40 0.64 2.06
H: 6.10 2.30 1.56
H: 5.93 1.02 0.40
H: 3.23 1.91 3.68
H: 4.65 2.83 3.22
H: 4.85 1.26 4.00
H: 3.41 -2.99 1.49
H: 2.82 -2.86 -0.17
H: 1.85 -2.21 1.14

Output
Multiplicity: 3
HOMO energy (alpha / beta) (eV): -4.11 / -4.11
⟨S²⟩: 2.009
E_LUMO (alpha / beta) (eV): 1.9 / 1.3
Charge: -1
Max |F| (eV/Å): 5.719
Molecular weight (g/mol): 641.75

=====

Entry from the Open Molecules 2025 dataset: a cluster of 3 separate species, C29H56F13N3O10P3 in total (ωB97M-V/def2-TZVPD).

Atoms and positions in Å:
C: -4.27 2.58 -9.20
C: -2.92 2.41 -8.48
N: -3.07 1.62 -7.25
C: -3.03 2.06 -6.03
N: -2.85 3.42 -5.80
P: -1.23 3.89 -5.45
O: -0.80 3.57 -4.09
N: -3.22 1.24 -4.91
C: -2.05 0.45 -4.53
C: -1.74 -0.75 -5.46
C: -0.38 -0.69 -6.13
F: 0.08 0.58 -6.26
F: -0.55 -1.13 -7.42
C: 0.71 -1.63 -5.54
F: 1.78 -1.61 -6.34
F: 0.19 -2.87 -5.59
C: 1.05 -1.33 -4.05
F: 0.96 -0.01 -3.79
F: 0.05 -1.89 -3.33
C: 2.36 -1.96 -3.49
F: 2.32 -1.85 -2.17
F: 2.28 -3.28 -3.77
C: 3.74 -1.47 -4.02
F: 4.15 -2.15 -5.09
F: 4.63 -1.76 -3.05
C: 3.91 0.05 -4.28
F: 5.19 0.30 -4.49
F: 3.22 0.50 -5.31
F: 3.59 0.70 -3.17
O: -4.38 0.46 -5.02
C: -5.43 1.06 -4.23
C: -5.33 0.76 -2.74
C: -4.40 1.73 -2.00
C: -5.05 -0.76 -2.45
C: -3.97 -1.01 -1.39
C: -6.36 -1.39 -1.90
H: -4.58 3.62 -9.29
H: -5.05 1.99 -8.72
H: -4.18 2.17 -10.21
H: -2.38 3.33 -8.31
H: -2.28 1.80 -9.12
H: -3.22 0.63 -7.39
H: -3.47 3.68 -5.04
H: -0.47 3.31 -6.49
H: -1.24 5.27 -5.66
H: -2.26 0.06 -3.54
H: -1.21 1.14 -4.40
H: -2.48 -0.82 -6.25
H: -1.87 -1.67 -4.89
H: -5.35 2.15 -4.36
H: -6.39 0.79 -4.65
H: -6.32 0.96 -2.33
H: -4.59 1.74 -0.93
H: -3.35 1.46 -2.12
H: -4.50 2.74 -2.40
H: -4.83 -1.28 -3.38
H: -4.12 -0.44 -0.48
H: -2.95 -0.85 -1.74
H: -4.04 -2.06 -1.10
H: -7.23 -0.92 -2.36
H: -6.41 -2.46 -2.09
H: -6.43 -1.15 -0.84
O: -2.53 -0.27 2.98
P: -2.10 0.67 4.03
O: -3.28 1.71 4.34
C: -4.50 1.25 4.93
C: -4.36 0.97 6.42
O: -1.07 1.67 3.27
C: -0.52 1.33 2.00
C: -1.31 1.99 0.89
O: -1.34 0.76 5.43
C: -0.27 -0.18 5.74
C: 1.01 0.14 5.00
H: -4.86 0.36 4.40
H: -5.23 2.05 4.78
H: -3.71 0.11 6.60
H: -5.33 0.76 6.86
H: -3.91 1.83 6.93
H: -0.49 0.25 1.87
H: 0.51 1.69 1.99
H: -2.38 1.81 1.00
H: -0.99 1.61 -0.08
H: -1.16 3.07 0.90
H: -0.61 -1.20 5.53
H: -0.11 -0.10 6.81
H: 0.94 -0.16 3.95
H: 1.84 -0.42 5.44
H: 1.23 1.20 5.03
O: 4.65 -1.86 7.34
P: 6.12 -1.82 7.25
O: 6.71 -0.74 8.27
C: 6.58 -0.96 9.68
C: 7.56 -2.00 10.20
O: 6.41 -1.04 5.85
C: 5.37 -0.84 4.89
C: 4.76 0.53 5.04
O: 7.41 -2.76 7.12
C: 7.33 -4.03 6.42
C: 7.27 -3.86 4.92
H: 5.55 -1.24 9.92
H: 6.78 0.00 10.15
H: 7.32 -2.99 9.82
H: 7.53 -2.03 11.29
H: 8.58 -1.76 9.88
H: 4.62 -1.62 4.98
H: 5.83 -0.94 3.91
H: 4.47 0.74 6.07
H: 3.87 0.62 4.41
H: 5.47 1.31 4.74
H: 6.46 -4.59 6.79
H: 8.22 -4.58 6.70
H: 6.28 -3.52 4.59
H: 7.46 -4.82 4.43
H: 8.00 -3.14 4.58

Output
HOMO energy (eV): -11.39
E_LUMO (eV): -4.1
Charge: +1
Max |F| (eV/Å): 5.326
Molecular weight (g/mol): 946.67

=====

Q: Which of these has the lowest charge?
A: C29H56BrFN3O4S